Entry 1:
ORCA calculation (ωB97M-V/def2-TZVPD) on a 2-piece molecular cluster, C8H13FOS overall at a distorted geometry.

Structure (XYZ):
```
24
Properties=species:S:1:pos:R:3
S 0.097 1.208 -1.888
F 1.476 -0.633 -0.461
O -1.214 1.808 -1.890
C -0.202 0.080 2.768
C -0.601 -1.367 -1.169
C 0.194 -0.164 -0.751
C -0.472 -1.584 -2.609
C -0.619 0.152 4.174
C -0.718 0.777 1.801
C 1.160 2.311 -0.857
C 0.537 -2.216 -3.157
H 0.548 -0.764 2.389
H -1.092 1.092 4.282
H -1.082 -0.787 4.346
H 1.903 1.646 -0.712
H 0.809 -2.130 -4.214
H -1.565 -1.108 -0.876
H -1.294 -1.213 -3.250
H 1.421 3.051 -1.501
H 0.669 2.623 0.056
H -1.180 1.652 1.538
H 1.268 -2.399 -2.336
H -0.289 -2.303 -0.474
H 0.247 0.270 4.790
```

Results
* frontier orbital gap (spin up / spin down): 8.0 / 8.5 eV
* energy above the lowest of the compared OMol25 structures with the same formula, charge and spin: 125.18 kcal/mol
* E_HOMO (spin up / spin down): -0.306 / -0.301 hartree
* LUMO level (spin up / spin down): -0.31 / 0.27 eV

These are the Mulliken partial charges, in e, on atoms 1 to 5:
1. S 0.50
2. F -0.29
3. O -0.62
4. C 0.34
5. C -1.06


Entry 2:
ORCA calculation (ωB97M-V/def2-TZVPD) on C50H117N7O9 as an isolated structure at a distorted geometry.

Structure (XYZ):
```
183
Properties=species:S:1:pos:R:3
O 1.365 4.165 1.791
O 1.329 -2.167 4.583
O 0.282 1.102 -0.697
O 1.555 -2.881 -2.323
O -0.836 -5.200 -0.209
O -0.951 4.139 -4.378
O -0.695 3.734 1.021
O -0.505 -5.531 3.029
O 2.921 -1.608 -0.028
N 1.200 -0.751 4.398
N -0.676 -2.050 4.362
N -1.632 4.112 1.965
N 1.229 -1.126 -1.953
N -0.476 2.905 -3.946
N -3.875 -3.192 0.546
N 1.417 -2.220 -3.550
C -1.678 -4.381 0.585
C -1.448 2.192 -2.974
C -2.556 2.956 2.285
C -2.834 2.149 -3.619
C 1.547 -1.004 2.009
C 0.474 -5.471 0.186
C -3.145 5.807 2.836
C 1.049 0.000 5.678
C -0.965 0.770 -2.577
C 0.175 -1.451 -0.926
C 3.553 -3.327 -4.562
C -2.312 -2.576 -1.066
C 0.782 0.791 -4.417
C 1.483 1.282 2.934
C 0.007 -0.126 -0.019
C 2.288 0.024 6.553
C -3.266 2.376 1.020
C -0.458 -6.823 3.564
C -2.174 5.506 1.717
C 0.540 2.143 0.317
C 1.465 2.175 4.126
C -1.524 3.018 -1.598
C 3.275 -0.237 0.180
C -0.962 6.451 2.005
C 3.627 -1.060 -3.353
C -2.809 -3.734 -0.270
C -0.287 2.012 -6.353
C -4.300 4.800 2.965
C -0.460 -4.553 4.083
C -1.041 -2.493 -3.533
C 0.603 -2.846 2.450
C 1.341 -1.614 -6.419
C 0.409 -4.203 -4.727
C 0.300 -2.755 -4.314
C 1.630 3.064 -5.206
C -0.389 -0.003 -3.724
C -3.629 3.446 3.319
C -2.871 5.828 0.309
C 0.412 -2.816 -0.292
C -1.768 1.810 2.976
C 1.927 -0.193 3.246
C 3.462 -0.232 3.322
C 2.776 -2.002 -4.196
C 0.386 2.205 -4.955
C 2.538 -1.134 -5.479
C 0.657 1.481 5.226
C -0.588 -3.134 3.427
C 0.080 -1.752 -5.620
C -0.081 -0.543 6.507
C 1.684 4.608 0.489
H 0.822 -0.215 0.699
H -1.381 -7.345 3.816
H 0.258 1.415 -7.084
H 0.481 -2.506 4.286
H 1.621 0.884 -3.726
H 2.686 5.031 0.564
H 1.600 -2.777 2.885
H -3.649 5.100 0.079
H -3.682 1.406 1.292
H 1.550 1.982 0.695
H 0.486 3.112 -0.178
H -1.376 -4.689 4.658
H 0.731 -4.775 -3.857
H -1.507 -3.252 2.852
H -2.483 1.108 3.405
H -1.485 -2.879 -1.708
H 1.792 -2.066 2.019
H -1.005 -1.646 -2.848
H -0.248 6.315 1.192
H -2.507 2.150 0.271
H -0.016 -7.297 2.687
H -4.727 4.614 1.979
H 2.173 -0.176 -5.109
H -3.384 6.786 0.394
H 1.133 0.122 -5.203
H -0.205 -0.986 -3.290
H 1.511 4.873 2.422
H 3.445 -1.058 -6.080
H -0.178 -0.750 -5.277
H -0.609 -4.573 -4.851
H -4.585 -2.829 -0.074
H -1.352 -2.274 5.078
H 2.042 3.271 -4.218
H 0.491 -3.654 -0.985
H 2.370 2.570 -5.835
H 0.140 3.909 1.460
H -1.242 1.505 -6.218
H 0.432 -5.936 1.172
H -3.178 3.578 4.302
H -1.967 4.002 -1.750
H -1.154 7.504 1.796
H -0.773 -1.429 -1.463
H -0.091 -0.032 7.469
H -2.889 1.720 -4.620
H 2.929 -4.206 -4.399
H 1.080 -4.386 -5.567
H 0.472 -4.645 4.641
H -0.501 3.168 -1.253
H 1.932 -0.587 1.078
H -1.085 -1.275 3.861
H -0.480 -2.971 0.316
H 1.249 -2.239 -1.678
H -1.227 2.207 3.835
H -1.092 -0.443 6.113
H 2.153 -1.362 -1.620
H 3.615 -2.219 0.229
H -2.171 5.911 -0.522
H 1.326 -1.005 -7.322
H 3.161 -0.096 -3.147
H 0.888 3.043 3.806
H -0.388 1.475 4.915
H 0.467 1.308 2.539
H 2.047 0.199 7.601
H -0.223 2.247 1.089
H -5.103 5.123 3.629
H -1.899 -2.298 -4.176
H 2.914 0.852 6.222
H -0.203 0.788 -1.798
H -4.015 3.023 0.563
H 1.603 3.751 -0.181
H -1.078 -3.617 1.079
H 0.955 5.370 0.212
H 3.748 0.541 4.035
H -0.437 2.945 -6.897
H 2.042 1.700 2.096
H 3.917 -3.349 -5.590
H 0.214 -7.012 4.401
H -2.105 2.515 -0.825
H -3.073 -2.136 -1.711
H -4.298 2.593 3.435
H -4.298 -3.978 1.019
H 1.650 -2.576 -6.828
H 1.104 -4.582 0.194
H 0.462 -1.918 1.897
H 0.699 -3.616 1.684
H 0.464 -1.096 1.934
H -3.554 6.806 2.688
H -1.712 0.093 -2.164
H -3.240 -4.513 -0.899
H -0.288 4.677 -3.939
H 4.410 -3.505 -3.912
H -1.274 -0.150 -4.342
H 1.223 -0.119 -2.033
H -1.283 -3.390 -2.963
H 1.422 4.017 -5.693
H 1.325 -2.780 0.302
H 2.861 -0.903 6.560
H 0.765 2.058 6.144
H 2.404 0.413 0.264
H -1.016 1.336 2.344
H 3.908 -1.468 -2.382
H 4.621 -0.852 -3.749
H -1.899 -1.820 -0.398
H -3.316 3.125 -3.572
H -0.727 -1.952 -6.324
H -2.752 5.883 3.850
H 3.803 -1.182 3.734
H 2.481 2.433 4.423
H 3.764 -0.254 1.154
H 4.102 0.126 -0.429
H -0.922 -0.130 0.552
H 3.915 0.088 2.384
H -2.118 -4.884 1.445
H -0.436 6.402 2.958
H -0.019 -1.610 6.722
H -3.408 1.472 -2.986
H 0.871 -6.243 -0.473
```

Results
* frontier orbital gap: 6.1 eV
* energy above the lowest of the compared OMol25 structures with the same formula, charge and spin: 914.84 kcal/mol
* E_HOMO: -0.216 hartree
* LUMO level: 0.22 eV

These are the Mulliken partial charges, in e, on atoms 1 to 5:
1. O -0.33
2. O -0.74
3. O -0.38
4. O -0.94
5. O -0.48


no.,calculated total energy (eV)
1,-24099.0559
2,-82558.0473